No. 1
C26H31LaN2O8 | ωB97M-V with the def2-TZVPD basis set

Values from the calculation:
HOMO level: -8.50 eV
Energy relative to the best compared isomer or geometry (same formula, charge and spin): 0.0 kJ/mol
Maximum force: 3.07 eV/A
Frontier orbital gap: 7.03 eV

```
! RIJCOSX wB97M-V def2-TZVPD def2/J DEFGRID3
* xyz 0 1
H -0.55 2.48 -0.94
C -1.40 2.32 1.15
H 5.18 1.69 -3.38
H 1.78 -1.33 -3.58
C 3.41 2.62 -4.18
O -5.44 -1.48 7.58
C -4.61 -3.20 3.85
O -4.98 -4.85 2.26
C -4.93 -2.68 5.11
C 2.92 -0.76 2.09
C 2.61 -1.21 0.78
C 2.34 1.04 -4.80
C -0.26 -2.14 -3.50
O 2.57 1.64 -3.46
C 0.94 -1.36 -2.88
C -2.92 -1.46 3.53
H 2.58 -0.03 -4.78
C 4.78 2.70 -3.53
H 1.71 3.30 0.31
H 4.68 3.21 -2.57
H 0.04 -2.39 -4.54
O -0.81 0.19 -3.54
C -0.41 2.54 0.14
C -1.43 -1.13 -3.39
H -5.71 -3.14 5.71
C -0.81 2.61 2.41
H 2.94 2.47 -6.39
H -1.85 -1.24 -2.39
C 1.51 -2.14 0.88
C 2.71 3.98 -4.23
C -3.64 -2.56 3.03
H 1.67 3.85 -4.59
C -3.23 -0.94 4.79
C 1.16 -2.25 2.26
H 2.09 -1.34 4.09
H 1.21 3.38 2.98
La 0.41 0.31 1.31
C 0.53 3.01 2.21
H 1.32 -1.82 -1.94
O -3.92 0.06 7.21
C -4.24 -1.55 5.59
H 5.45 3.26 -4.19
H 3.24 4.65 -4.92
N -5.27 -4.40 3.39
H 2.68 4.41 -3.22
C 0.80 2.97 0.80
H 4.26 1.36 -5.86
H 3.75 -0.12 2.38
H -3.41 -2.96 2.05
C 2.03 -1.40 3.01
H -2.67 -0.10 5.18
C -1.76 -0.86 2.76
H -0.45 -3.08 -2.93
H 1.32 1.22 -5.17
O -0.84 -0.21 3.39
H -0.11 0.16 -1.62
H -2.45 2.07 0.97
N -4.55 -0.97 6.87
H 3.14 -0.94 -0.13
H -2.26 -1.27 -4.11
H 0.46 -2.96 2.69
H -1.34 2.62 3.37
C 3.36 1.90 -5.55
H 1.05 0.86 -2.79
C 0.32 0.06 -2.66
O -6.11 -4.95 4.13
O -1.68 -0.99 1.47
H 1.06 -2.71 0.06
*
```

***

No. 2
C3H4O2 | ωB97M-V with the def2-TZVPD basis set

Values from the calculation:
HOMO level: -9.87 eV
Energy relative to the best compared isomer or geometry (same formula, charge and spin): 320.6 kJ/mol
Maximum force: 2.80 eV/A
Frontier orbital gap: 10.67 eV

```
! RIJCOSX wB97M-V def2-TZVPD def2/J DEFGRID3
* xyz 0 1
H 1.26 -0.07 1.45
O 2.25 -0.99 0.06
C 1.22 0.05 0.33
C -0.21 0.00 -0.38
H -0.78 0.41 0.51
O 2.24 0.98 -0.07
H -0.35 0.61 -1.35
C 3.16 -0.03 -0.17
H -0.56 -1.01 -0.52
*
```

***

No. 3
C5H8O | ωB97M-V with the def2-TZVPD basis set

Values from the calculation:
HOMO level: -9.84 eV
Energy relative to the best compared isomer or geometry (same formula, charge and spin): 112.5 kJ/mol
Maximum force: 0.69 eV/A
Structure (SMILES): C[C@H]1C[C@H]1C=O
Frontier orbital gap: 10.86 eV

```
! RIJCOSX wB97M-V def2-TZVPD def2/J DEFGRID3
* xyz 0 1
H -1.46 0.95 0.62
H 2.16 0.57 -0.33
C 0.44 -0.16 0.75
H -1.50 -0.43 1.83
H 0.97 -0.76 1.49
C 1.26 0.96 0.15
C -0.55 -0.93 -0.11
H 0.67 1.50 -0.60
H -0.02 -1.20 -2.22
H 1.56 1.67 0.92
C -1.03 0.01 0.95
H -0.60 -2.00 0.08
C -0.64 -0.56 -1.55
O -1.26 0.39 -1.99
*
```

***

No. 4
CH5N3O3 | ωB97M-V with the def2-TZVPD basis set

Values from the calculation:
HOMO level: -9.46 eV
Energy relative to the best compared isomer or geometry (same formula, charge and spin): 385.7 kJ/mol
Maximum force: 4.94 eV/A
Structure (SMILES): ON=C(NO)NO
Frontier orbital gap: 10.17 eV

```
! RIJCOSX wB97M-V def2-TZVPD def2/J DEFGRID3
* xyz 0 1
H -0.53 1.51 -0.60
N 0.22 0.95 -0.51
N 0.70 -1.12 0.19
C -0.19 -0.28 -0.05
H -1.44 -1.45 0.83
N -1.46 -0.39 0.60
O -2.48 -0.01 -0.41
H -3.12 0.35 0.13
H 2.47 -1.60 -0.20
O 2.03 -0.82 -0.32
O 1.13 1.50 0.50
H 2.09 1.38 0.04
*
```

***

- Among the records above, which one has the highest maximum force?
  CH5N3O3